Here is a cluster of 2 separate species, CH3N3S in total in a non-equilibrium geometry from the OMol25 dataset. Energies are from ωB97M-V with the def2-TZVPD basis set.

Geometry as XYZ:
```
8
Properties=species:S:1:pos:R:3:lowdin_charge:R:1
N 0.4994 -1.0775 0.0257 -0.056
N 0.9999 0.1357 0.1340 -0.639
S 2.5916 0.3471 0.2070 0.495
H 0.9011 -1.9695 0.3557 0.119
H -0.4520 -0.9779 -0.2937 0.020
C -1.5076 1.2640 -0.0440 -0.028
N -1.8727 0.1769 0.0803 0.061
H -1.1596 2.1012 -0.4651 0.027
```

Output
Calculated total energy = -602.25273 Eh
Charge = 0
Orbital gap = 8.06 eV
ΔE to the lowest compared entry with this formula, charge and spin = 1.148 eV
SMILES string = NN=S.C#N
E_HOMO = -8.36 eV


Here is an isolated molecule of CH3N3S in a non-equilibrium geometry from the OMol25 dataset. Energies are from ωB97M-V with the def2-TZVPD basis set.

Geometry as XYZ:
```
8
Properties=species:S:1:pos:R:3:lowdin_charge:R:1
N -0.5603 0.9169 0.4710 0.037
N -0.4497 -0.4229 0.4608 -0.060
N 0.5829 -0.8397 -0.0941 -0.085
C 1.1983 -2.0725 -0.0105 -0.707
S 1.9760 -2.4784 1.3543 0.629
H 0.3431 1.3414 0.2742 0.097
H -1.0534 1.2023 1.2963 0.088
H 1.1933 -2.5360 -0.8917 0.001
```

Output
Calculated total energy = -602.26130 Eh
Charge = 0
Orbital gap = 8.73 eV
ΔE to the lowest compared entry with this formula, charge and spin = 0.915 eV
SMILES string = N/N=N/C=S
E_HOMO = -8.88 eV


Q: The lowest ΔE to the lowest compared entry with this formula, charge and spin belongs to which entry?
A: number 2